[1]
A molecular structure, C3H7N3O, computed with wB97M-V/def2-TZVPD.

Geometry as XYZ:
```
14
Properties=species:S:1:pos:R:3
O 0.116 -1.983 -0.811
H -0.365 -1.499 1.289
C 0.077 0.360 -0.064
H -1.471 1.618 0.801
H -0.114 -2.449 -1.632
H 1.423 1.633 -1.125
C 1.417 0.936 -0.282
H 1.752 1.482 0.607
C -0.687 -0.484 1.043
H 2.156 0.154 -0.484
N -0.484 -0.688 -1.089
N -1.167 1.224 -0.088
H -0.975 0.020 1.973
N -1.676 -0.324 -0.139
```

As for the HOMO energy: -9.303 eV. The LUMO energy is 0.0328 Eh. Its largest force on an atom is 4.44 eV/A. The calculation puts the relative energy (zero: lowest compared OMol25 entry of this formula, charge and spin) at 7.368 eV.



[2]
A molecular structure, C35H57Cl2FeN4O2, computed with wB97M-V/def2-TZVPD.

Geometry as XYZ:
```
101
Properties=species:S:1:pos:R:3
H -4.287 3.023 -3.702
C -2.545 1.146 -4.713
H 1.577 0.427 -2.639
H -2.752 -0.909 5.130
C 2.875 -2.351 -4.996
H -2.507 -1.490 2.767
H 3.315 0.927 -3.985
H -3.161 4.399 -3.732
C 1.524 0.293 4.720
H 3.385 -2.212 -5.949
H 0.505 -5.484 -0.645
C -2.099 -0.405 4.407
H 3.117 -6.371 -0.743
H 2.150 1.185 4.679
H 4.133 -5.057 -1.322
C 3.009 0.102 -4.631
C -0.918 0.215 5.158
H 2.881 -1.403 4.408
H -5.049 2.051 0.433
H 3.430 -3.411 -2.424
H 0.773 -3.513 4.150
C 2.050 -3.081 -0.875
H -2.173 2.981 2.708
H 1.798 -2.300 -5.169
C 0.368 -2.498 4.145
H -1.319 3.765 4.553
N -1.685 -1.309 3.331
C -3.318 3.293 0.882
H 2.699 -3.825 1.867
H 0.083 1.566 3.957
H -2.656 0.405 3.936
H -1.158 -3.251 2.850
H 3.755 -5.117 1.299
H -0.091 2.403 -4.532
H -3.603 5.369 1.430
C 2.165 -0.805 3.834
H -0.688 4.010 -4.104
H -2.779 1.362 -5.756
H -1.912 4.938 1.119
C 3.097 -5.369 -1.171
Cl 0.613 3.757 3.202
H -3.564 3.550 -5.219
H 5.160 -0.596 -3.058
Fe -0.099 -0.273 1.971
C -3.192 2.864 2.347
C -2.599 2.779 -1.456
H 1.946 0.205 -4.860
H -3.487 1.822 2.468
H -1.130 3.287 -5.659
H -5.008 3.558 -0.489
H 2.707 -0.318 3.020
C 2.714 -2.713 -2.014
C -0.459 4.420 4.462
H 1.341 -6.054 0.806
C -4.793 3.111 0.481
C -0.968 1.200 -2.173
H -1.714 0.440 -4.695
H -1.673 -3.066 4.538
C -0.705 0.903 -0.826
C -2.200 2.448 -3.971
H 1.504 -0.030 5.763
H 0.103 4.481 5.385
C 2.353 -4.432 -0.211
C -1.468 1.537 0.239
C 1.074 -5.165 0.230
C 4.823 -1.363 -3.757
C -2.433 2.506 -0.103
O 0.500 -2.255 0.769
Cl -1.031 6.031 4.025
C 3.310 -1.259 -4.001
H -3.857 3.486 2.951
H 2.599 -5.426 -2.140
C -1.105 -2.600 3.724
H 0.459 -2.106 5.154
C 2.549 -1.475 -2.704
H 4.043 -3.456 0.771
C 0.966 -0.836 -1.014
H -3.330 3.528 -1.719
C 3.267 -4.186 1.008
N 1.120 -1.634 3.228
H 3.559 0.191 -5.567
C 1.143 -2.113 -0.308
H 3.113 -3.350 -4.628
H -3.412 0.665 -4.257
C 1.681 -0.550 -2.189
H 1.503 -2.208 2.489
H -0.435 0.657 -2.942
H -1.295 1.074 5.723
H -3.032 5.154 -0.229
H -5.440 3.589 1.219
O -1.188 1.130 1.439
N 0.170 0.598 4.255
H 0.443 -4.530 0.839
C -1.916 2.136 -2.505
C -3.373 3.415 -4.154
H 5.106 -2.337 -3.356
N 0.134 -0.027 -0.363
C -0.948 3.075 -4.604
C -2.941 4.781 0.791
H -0.546 -0.493 5.897
H 5.353 -1.225 -4.700
```

The charge is +1. As for the HOMO energy (alpha / beta): -9.880 / -10.025 eV. As for the expectation value of S²: 6.47. The LUMO energy (alpha / beta) is -0.1525 / -0.1548 Eh. Its spin multiplicity is 5. Its largest force on an atom is 1.96 eV/A. The calculation puts the relative energy (zero: lowest compared OMol25 entry of this formula, charge and spin) at 1.145 eV.



[3]
A molecular structure, C5H5NOS, computed with wB97M-V/def2-TZVPD.

Geometry as XYZ:
```
13
Properties=species:S:1:pos:R:3
C 0.224 0.217 -1.049
H 1.370 -1.214 1.686
H 0.032 0.362 -2.061
H -0.034 1.139 1.815
N 2.435 -0.387 0.046
S -2.461 -0.292 0.050
C 0.223 0.623 0.855
O 0.661 1.383 -0.245
C 1.243 -0.531 0.876
H 1.227 -1.877 -1.051
C -0.931 0.111 -0.006
H 2.580 0.613 -0.237
C 1.220 -0.871 -0.561
```

As for the HOMO energy: -9.025 eV. The LUMO energy is -0.0072 Eh. Its largest force on an atom is 2.89 eV/A. The calculation puts the relative energy (zero: lowest compared OMol25 entry of this formula, charge and spin) at 3.918 eV.



[4]
A molecular structure, C39H19BrF15GeN5O4STi, computed with wB97M-V/def2-TZVPD.

Geometry as XYZ:
```
86
Properties=species:S:1:pos:R:3
C -4.468 0.157 -2.614
C -0.628 0.247 3.241
C 3.819 -1.596 -1.522
Ti 0.389 -1.274 0.817
C -1.267 -3.210 4.090
C -3.420 1.148 -0.291
C -2.018 4.385 -2.170
C -2.162 1.700 4.579
H 6.307 -0.860 -4.371
F 1.382 -1.185 -4.831
C -5.254 0.198 -1.477
F -2.829 7.697 -1.017
C -1.243 4.626 0.033
F 2.395 3.390 -5.244
Br 3.332 -0.228 2.731
H -2.183 -2.640 4.008
F -2.207 3.647 -3.278
H 0.391 -3.071 -1.821
H -1.814 -4.011 -1.367
C -1.361 3.824 -1.088
C -1.022 -4.027 5.178
H 2.516 1.640 4.839
C -2.512 5.676 -2.177
C 3.678 -0.440 -2.286
C 0.362 1.703 4.819
N 0.079 -3.254 -0.871
F -1.596 6.667 1.172
C -1.992 -2.176 -0.511
C 1.230 0.076 -4.426
C -0.796 1.198 4.228
O -3.191 -2.078 -0.570
H 2.873 0.247 -2.061
N -1.316 -3.339 -0.805
S 0.414 1.347 0.441
C -0.337 -3.138 3.049
H 4.963 -3.374 -1.175
F -3.129 6.172 -3.248
F 0.861 3.936 -3.137
N 2.959 -2.867 0.364
C 1.741 2.402 -4.634
C -2.360 6.455 -1.041
H -1.484 -0.181 2.734
O -0.589 -2.378 1.994
F 2.696 0.833 -6.104
H 0.321 -5.423 6.119
C 1.078 -4.702 4.251
H 6.563 -2.902 -3.006
F -4.969 -0.331 -3.748
C 1.881 -3.733 2.145
H 0.492 -4.111 -0.528
F -2.458 0.573 -3.700
C 4.863 -2.482 -1.778
N 0.573 -0.183 2.822
H -2.248 1.893 5.647
C 4.577 -0.177 -3.308
C -2.598 1.117 -1.403
F -0.184 -0.649 -2.739
C 1.896 1.101 -5.076
F -5.470 0.733 0.806
C 0.230 1.669 -2.875
H 1.998 -5.270 4.306
C 0.423 0.382 -3.346
C 0.921 2.661 -3.545
F -2.947 1.639 0.873
C -1.728 5.926 0.070
H 4.469 0.722 -3.900
F -6.502 -0.254 -1.510
H 2.722 -4.424 2.150
C 1.603 1.262 4.407
F -0.660 4.182 1.152
C 2.844 -1.869 -0.448
O 1.842 -1.030 -0.349
N 1.879 -2.812 1.250
C 1.653 0.322 3.388
H 0.291 2.453 5.596
O -1.174 -1.181 -0.174
C 0.857 -3.871 3.147
C -4.725 0.701 -0.301
C -3.163 0.617 -2.559
H -1.756 -4.081 5.971
H -2.363 2.631 4.047
C 5.754 -2.214 -2.802
H -2.931 0.986 4.291
Ge -0.819 1.929 -1.219
C 0.147 -4.784 5.265
C 5.610 -1.065 -3.569
```

As for the HOMO energy: -8.339 eV. The LUMO energy is -0.0408 Eh. Its largest force on an atom is 0.65 eV/A. The calculation puts the relative energy (zero: lowest compared OMol25 entry of this formula, charge and spin) at 0.000 eV.



[5]
A molecular structure, C29H96Br2FN3O31, computed with wB97M-V/def2-TZVPD.

Geometry as XYZ:
```
162
Properties=species:S:1:pos:R:3
H -1.090 -5.914 4.034
O -4.188 5.090 0.918
H -2.259 -3.993 -1.539
H -1.515 2.226 -2.897
H -4.562 2.440 -0.165
H -4.720 -0.778 1.853
H -3.606 -1.124 -2.601
F 5.739 2.647 2.862
O 3.642 3.345 2.269
H -3.294 3.600 -0.817
C 4.309 2.494 2.921
O 1.089 -10.987 0.681
O -3.966 -0.517 1.309
N 3.672 1.377 3.655
H 6.506 -2.094 2.385
Br 2.352 0.619 -5.848
C 2.781 0.917 -1.000
C 3.960 0.144 1.354
H 0.568 -6.073 -1.328
O -4.722 2.904 3.005
H -0.895 4.942 4.460
H 1.121 0.478 4.162
O 2.817 -4.096 -3.957
H -4.237 0.842 -1.982
O -4.629 -0.710 -5.871
H 4.020 1.327 4.627
C 1.853 -1.067 -3.479
C -2.126 0.255 -3.748
H -1.572 -0.063 3.754
H -0.581 3.385 -1.117
H 5.146 0.252 -3.743
H 2.992 -2.613 -0.035
H -0.738 -1.352 -2.155
H -3.785 4.402 1.467
O -7.376 3.120 -3.396
H 0.772 8.974 -1.228
H 3.687 -1.323 -4.772
H 1.106 -10.413 -0.095
H 1.086 -10.371 1.425
H -0.154 -4.686 2.336
H -5.387 -1.270 -5.663
O -1.807 -0.065 2.817
H 3.705 -4.149 -0.909
H -0.987 2.334 -7.083
C 2.717 -4.589 1.103
H -0.108 4.074 3.488
H 0.643 7.464 -1.398
H 2.086 -5.364 0.548
H 2.413 2.237 8.270
O -1.012 2.066 -6.156
O 0.161 9.822 -2.969
H 0.178 5.143 -2.181
H -3.153 1.720 1.487
O 1.313 -5.499 -1.546
Br 3.934 2.483 -4.032
O 1.087 -6.418 -4.438
C -0.126 -3.593 0.293
H -4.483 4.978 -3.911
H -6.474 3.376 -3.634
H 4.292 -3.022 3.881
O -1.355 2.489 8.289
H 4.593 -3.406 0.540
N 6.388 -0.797 -1.761
H 2.051 -4.049 3.178
H 1.284 -5.435 -2.510
C -1.579 -2.059 -2.486
O 1.030 1.439 2.208
O -5.187 7.413 -1.169
C 2.775 0.772 0.552
H -5.079 2.017 3.141
C -1.997 1.275 -2.483
H -0.445 2.702 8.038
C 1.855 -3.658 2.122
H -1.109 2.821 2.016
C 1.440 1.631 -1.478
H 0.563 3.875 0.269
H 4.581 -4.438 3.402
C -1.432 -2.660 0.145
C 3.091 -0.460 -4.302
H -1.181 -2.848 -3.240
H -0.214 -2.843 2.466
H 6.063 -0.855 1.069
H 0.777 -3.085 -0.215
C 3.555 -3.613 0.093
H 1.312 -7.741 3.182
H -5.352 8.157 -0.576
H 2.045 4.629 5.324
H 1.549 2.855 7.177
O 4.140 -3.949 4.108
H -0.117 1.743 -5.981
O 4.042 -0.975 3.622
H 7.194 -3.430 2.145
H 3.491 -5.160 1.727
C -1.387 2.962 0.917
H 1.975 -6.128 -4.688
O 1.054 2.068 -2.586
O 1.524 2.569 8.104
H -0.209 5.890 -0.910
O -0.323 5.910 -1.871
H 0.961 -0.329 -3.399
H -7.723 2.718 -4.204
H -9.586 3.156 -3.452
H -5.201 3.449 3.641
H -3.327 -2.583 -1.032
H -1.916 3.994 0.855
H 6.755 -0.141 -2.464
H -4.500 4.970 -2.389
H 3.516 -3.621 -3.490
H -2.590 -5.727 4.223
O -1.851 -5.441 3.670
H -3.239 -1.058 1.645
H -4.884 6.708 -0.581
H -3.825 5.913 1.271
H 1.441 -1.948 -4.113
C -3.477 1.702 -1.984
H -1.377 0.722 -1.695
C -0.148 3.031 -0.101
C 5.172 -0.262 -1.088
O 1.080 0.190 5.082
O 1.520 -8.499 2.619
H -0.299 -4.666 -0.079
C -2.238 -2.877 -1.257
N 0.628 1.755 -0.226
H 1.298 -5.650 5.398
H -2.085 0.829 0.286
H -1.741 2.124 7.483
O 1.806 3.710 5.504
H 1.969 -0.147 5.253
C -2.501 1.862 0.541
O 1.209 8.142 -0.999
C 4.059 0.546 -3.462
H -0.969 0.113 2.367
H -2.810 0.802 -4.511
C 5.175 -0.394 0.492
H 2.077 -6.819 4.811
H -1.213 -1.537 0.343
C 3.964 0.407 -1.873
H -2.169 -3.002 0.968
H -3.057 -1.706 -4.255
H 6.167 -1.723 -2.155
H -3.863 2.455 -2.782
H -0.210 9.449 -3.778
H 0.752 -6.856 -5.230
O -0.899 4.627 3.547
H 2.116 -1.519 -2.460
H 2.240 -2.577 2.039
C 1.359 1.385 0.990
C -2.691 -1.172 -3.291
C 3.897 0.077 2.943
H 2.184 3.220 4.760
O 7.136 -2.531 1.796
H 1.855 -9.163 3.235
H 1.068 10.048 -3.210
O -4.526 4.380 -3.154
O 1.340 -6.223 4.622
H -4.650 -0.636 -6.833
H -1.104 0.141 -4.266
C 0.263 -3.714 1.868
H -10.939 2.841 -2.829
O -10.493 3.485 -3.393
C -3.478 2.493 -0.580
H 2.972 -3.885 -4.887
```

As for the HOMO energy: -9.392 eV. The LUMO energy is -0.0721 Eh. Its largest force on an atom is 6.47 eV/A.



Number 1: DFT total energy -9735.665 eV. Number 2: DFT total energy -106703.986 eV. Number 3: DFT total energy -19635.074 eV. Number 4: DFT total energy -257665.999 eV. Number 5: DFT total energy -242366.725 eV.